Entry 1:
Molecular formula: C2H6N4O2
Method: DFT, wB97M-V/def2-TZVPD

```
14
C2H6N4O2 | the Open Molecules 2025 dataset | wB97M-V/def2-TZVPD
C 0.226 1.143 0.468
C 0.762 -0.677 -0.804
H -2.150 -0.194 0.039
H -1.389 -1.335 1.116
H -0.831 1.012 2.339
H 0.841 2.553 1.439
H 1.019 -0.662 -2.808
H 1.211 -2.256 -2.143
N -1.792 -0.343 0.979
N -0.716 0.594 1.394
N 1.029 2.154 0.549
N 0.835 -1.319 -1.991
O 0.197 0.590 -0.831
O 0.759 -1.261 0.254
```

Properties
LUMO level = 0.7 eV
HOMO energy = -9.01 eV
Max |F| = 4.195 eV/A
Kohn-Sham gap = 9.7 eV
Structure (SMILES) = [H]/N=C(\NN)OC(N)=O
Energy = -12225.313 eV

---

Entry 2:
Molecular formula: C2H6N4O2
Method: DFT, wB97M-V/def2-TZVPD

```
14
C2H6N4O2 | the Open Molecules 2025 dataset | wB97M-V/def2-TZVPD
C -0.423 -0.273 -0.183
C 0.880 -1.060 -0.076
H 0.206 2.249 1.047
H 0.185 2.702 -0.572
H -1.194 -2.069 0.244
H -2.630 0.326 -0.157
H 2.052 0.652 0.074
H 2.936 -0.878 0.165
N 0.320 1.863 0.046
N -0.806 1.018 -0.305
N -1.415 -1.157 -0.286
N 2.068 -0.413 -0.128
O -2.753 -0.640 0.131
O 0.574 -2.321 0.000
```

Properties
LUMO level = 0.1 eV
HOMO energy = -8.81 eV
Max |F| = 5.360 eV/A
Kohn-Sham gap = 8.9 eV
Structure (SMILES) = N/N=C(/NO)C(N)=O
Energy = -12223.307 eV

---

Entry 3:
Molecular formula: C2H6N4O2
Method: DFT, wB97M-V/def2-TZVPD

```
14
C2H6N4O2 | the Open Molecules 2025 dataset | wB97M-V/def2-TZVPD
C 1.369 0.820 -0.300
C -1.544 -0.691 -0.821
H 2.422 0.421 1.539
H 2.929 1.570 0.465
H 0.356 1.909 -1.670
H -2.228 -0.718 -1.665
H -2.794 -1.663 0.262
H -0.588 -1.274 1.956
N 2.589 0.519 0.478
N 1.238 1.851 -1.181
N -0.621 0.071 -0.960
N -1.750 -1.618 0.193
O 0.289 -0.017 0.139
O -1.668 -1.180 1.565
```

Properties
LUMO level = 0.4 eV
HOMO energy = -9.59 eV
Max |F| = 6.072 eV/A
Kohn-Sham gap = 10.0 eV
Structure (SMILES) = [H]/N=C(/N)O/N=C\NO
Energy = -12221.062 eV

---

Copy entry 3 word for word.
Molecular formula: C2H6N4O2
Method: DFT, wB97M-V/def2-TZVPD

```
14
C2H6N4O2 | the Open Molecules 2025 dataset | wB97M-V/def2-TZVPD
C 1.369 0.820 -0.300
C -1.544 -0.691 -0.821
H 2.422 0.421 1.539
H 2.929 1.570 0.465
H 0.356 1.909 -1.670
H -2.228 -0.718 -1.665
H -2.794 -1.663 0.262
H -0.588 -1.274 1.956
N 2.589 0.519 0.478
N 1.238 1.851 -1.181
N -0.621 0.071 -0.960
N -1.750 -1.618 0.193
O 0.289 -0.017 0.139
O -1.668 -1.180 1.565
```

Properties
LUMO level = 0.4 eV
HOMO energy = -9.59 eV
Max |F| = 6.072 eV/A
Kohn-Sham gap = 10.0 eV
Structure (SMILES) = [H]/N=C(/N)O/N=C\NO
Energy = -12221.062 eV

---

Question: Number 1 is which compound?
Answer: C2H6N4O2

---

Question: Number 3 is which compound?
Answer: C2H6N4O2

---

Question: Among the records above, which one has the highest max |F|?
Answer: number 3